[1]
ORCA calculation (ωB97M-V/def2-TZVPD) on the ion C5H13N2O with charge +1 in a non-equilibrium geometry.

Each line ends with the Löwdin charge.
Cartesian coordinates (Å):
H (-2.1259, -2.7939, 0.3549)  0.14
C (0.6673, 1.8039, 1.0463)  -0.04
N (-1.4636, -2.0754, 0.5985)  0.22
H (0.8470, -0.9751, 1.1435)  0.17
C (0.4185, -0.6252, 0.2094)  -0.21
H (-1.0993, 0.5913, 1.0734)  0.13
H (2.3562, -0.2173, -0.3313)  0.17
H (1.2902, -0.0618, -1.6362)  0.16
C (-0.2325, 0.7220, 0.4367)  -0.34
O (-0.2393, -2.3386, -1.2884)  0.09
H (1.7388, -1.5568, -1.0503)  0.17
H (-1.6542, -1.5305, 1.4271)  0.12
N (1.5324, -0.5852, -0.7974)  0.25
H (-0.4677, 0.8051, -1.8098)  0.07
H (1.7162, 1.7688, 0.7567)  0.07
H (0.2931, 2.7796, 0.7630)  0.08
H (0.7207, 1.6620, 2.1265)  0.09
C (-0.4854, -1.7541, -0.2565)  -0.51
H (-1.9735, 0.8942, -0.8902)  0.09
H (-0.9056, 2.2865, -0.9706)  0.08
C (-0.9334, 1.2005, -0.9053)  -0.02

## Properties
- relative energy (zero: lowest compared OMol25 entry of this formula, charge and spin) (kJ/mol) = 46.2
- E_HOMO (eV) = -14.67
- SMILES string = CC(C)[C@H]([NH3+])C(N)=O
- charge = +1
- LUMO energy (Ha) = -0.1233


[2]
ORCA calculation (ωB97M-V/def2-TZVPD) on a cluster of 2 separate species, C8H10IN3 in total in a non-equilibrium geometry.

Each line ends with the Löwdin charge.
Cartesian coordinates (Å):
C (-0.1955, 1.1750, -0.6158)  -0.24
H (0.6833, -4.0841, 0.7803)  0.11
N (-0.0945, -2.2487, 0.9250)  0.11
H (-0.9221, -0.4343, 2.6186)  0.10
C (-0.7283, 2.6123, -0.5506)  -0.03
H (1.6104, -3.1835, -1.6388)  0.12
H (-1.7388, 0.1623, -0.0873)  0.19
H (-0.0600, 3.2716, 0.0798)  0.10
C (0.4511, -3.1866, 0.2420)  -0.16
C (-0.1093, -1.1494, 0.2270)  -0.29
H (0.0124, 1.0486, 2.2886)  0.04
H (0.9669, 1.3651, -2.4398)  0.08
C (1.0472, -2.6593, -0.8779)  -0.05
N (0.5621, -1.4242, -0.9756)  -0.09
H (-1.8274, 1.1301, 2.1970)  0.10
H (-1.6755, 2.6467, -0.0486)  0.07
I (2.7624, 0.9650, 0.6561)  0.18
H (-0.6931, 3.1030, -1.5418)  0.09
C (-0.8888, 0.4969, 1.9376)  -0.05
N (0.8840, -0.5527, -1.9103)  0.11
C (0.6498, 0.7751, -1.6756)  -0.18
C (-0.6961, 0.1711, 0.4101)  -0.30

## Properties
- relative energy (zero: lowest compared OMol25 entry of this formula, charge and spin) (kJ/mol) = 191.4
- E_HOMO (spin up / spin down) (eV) = -8.75 / -7.96
- charge = 0
- LUMO energy (spin up / spin down) (Ha) = -0.0570 / -0.0933


[3]
ORCA calculation (ωB97M-V/def2-TZVPD) on the molecule C3H3N3S in a non-equilibrium geometry.

Each line ends with the Löwdin charge.
Cartesian coordinates (Å):
N (-2.1028, -1.0726, 0.0810)  -0.04
N (-1.4372, -0.3963, 0.9553)  0.05
C (-0.3037, -0.6059, -1.0494)  -0.14
C (-0.1957, -0.0356, 0.2612)  -0.39
C (0.6741, 0.6155, 1.0168)  -0.48
N (-1.4200, -1.2274, -1.1411)  0.02
S (2.0737, 1.4677, 0.5341)  0.82
H (0.4376, 0.6485, 2.1364)  0.12
H (0.2794, -0.5927, -1.9508)  0.10
H (1.9946, 1.1987, -0.8437)  -0.07

## Properties
- relative energy (zero: lowest compared OMol25 entry of this formula, charge and spin) (kJ/mol) = 274.3
- E_HOMO (eV) = -9.89
- SMILES string = S/C=C1\C=NN=N1
- charge = 0
- LUMO energy (Ha) = -0.0447


[4]
ORCA calculation (ωB97M-V/def2-TZVPD) on a cluster of 6 separate species, C30H42BBrN2O17S in total in a non-equilibrium geometry.

Each line ends with the Löwdin charge.
Cartesian coordinates (Å):
H (-5.3768, -7.1777, 0.2420)  0.10
H (-0.2152, 8.2880, 2.0635)  0.10
C (-6.1512, -4.5761, -3.6326)  -0.13
H (4.5743, 1.3323, 4.7144)  0.13
O (3.9672, 3.8101, 5.6103)  0.04
H (-1.1280, -1.9403, 1.3657)  0.12
C (1.8983, 0.7053, -0.3329)  -0.04
H (-3.9026, -8.2950, -0.1348)  0.10
C (3.5240, -1.2291, 4.4244)  -0.51
N (1.6117, 5.5109, -1.0800)  -0.27
C (4.8345, 4.6464, 6.3522)  -0.13
O (-1.0638, 8.4597, 5.8274)  0.13
C (-2.2266, -6.5802, -0.9166)  -0.23
C (-2.1062, 7.4786, 2.7350)  -0.14
H (1.6302, 0.6658, 5.1826)  0.14
C (1.6915, 4.0093, -0.8916)  -0.28
N (-0.0445, 4.4046, 0.9597)  -0.27
C (-2.1375, -0.9695, -6.5746)  -0.13
H (-2.0142, -4.2976, 1.3779)  0.12
C (2.0375, -0.9279, -0.0430)  -0.16
H (3.6734, 1.3006, 6.2509)  0.13
C (0.7751, 3.3261, 0.2855)  -0.22
H (-6.2090, -4.2456, -2.5902)  0.14
O (-1.0250, 9.2512, 3.6818)  0.06
O (3.7099, 3.4514, 3.3660)  0.13
C (-4.3082, -5.8117, -3.8887)  -0.52
O (4.9478, 5.2111, 4.1440)  0.07
O (-3.5618, -6.1884, -0.4368)  -0.27
H (-4.8743, -7.5169, -1.6111)  0.09
C (1.1820, -1.4425, 1.2573)  -0.21
C (-4.4900, -7.3293, -0.5132)  -0.12
Br (3.7888, 4.0656, -3.2025)  0.62
C (4.1677, 4.1006, 4.2916)  -0.50
H (-1.8254, -4.0930, -0.4959)  0.11
C (2.7893, 1.4518, -1.5336)  -0.02
H (-1.6253, 9.3138, 1.6991)  0.14
H (-5.3644, -3.7955, -5.4911)  0.11
H (1.7859, -1.5334, -1.0394)  0.13
S (0.4290, 5.9319, 0.1749)  0.84
C (2.4985, 0.7528, 4.5210)  -0.13
C (-2.9521, 0.0954, -7.2344)  -0.14
H (4.3322, 6.5858, 5.5345)  0.14
O (2.6224, -0.4400, 3.7701)  0.03
H (-1.9217, 6.6128, 2.0931)  0.11
O (3.7445, -2.3968, 4.1493)  0.13
C (3.7865, 0.8191, 5.2757)  -0.15
H (0.6599, -4.1729, 1.5889)  0.12
C (0.8778, 1.7006, 0.5388)  0.04
H (2.8660, -0.4182, -4.4038)  0.09
H (0.9012, -4.0008, -0.2820)  0.12
C (-0.1931, -2.1479, 0.6735)  -0.20
H (-2.1322, -7.6942, -1.2629)  0.13
H (-1.9387, -5.8373, -1.8047)  0.13
C (-1.2791, 8.3090, 4.6364)  -0.51
C (0.1520, -3.7824, 0.5954)  -0.22
H (-0.0472, -6.4901, 0.0506)  0.11
H (1.8133, -2.3104, 1.7802)  0.11
O (-5.3101, -2.1859, -6.3146)  0.10
H (-5.0321, -2.7782, -4.0669)  0.14
H (-1.4046, -0.5594, -5.8744)  0.14
H (3.1840, -1.1491, 0.2058)  0.13
O (-3.9441, -4.5364, -4.2118)  0.07
O (-1.8042, 7.1763, 4.0842)  0.07
H (4.3642, 4.9602, 7.2882)  0.14
H (6.0767, 6.2259, 5.5551)  0.14
H (-3.0990, 0.9688, -6.5903)  0.14
H (2.7511, 1.5226, -4.3857)  0.06
H (-3.1630, 7.7565, 2.6631)  0.14
O (-5.6521, -5.8997, -3.6655)  0.05
C (2.6921, 3.0800, -1.7997)  -0.44
H (0.1767, 1.2630, 1.3986)  0.10
H (5.7500, 4.0913, 6.5825)  0.14
C (3.4573, 0.5898, -4.1627)  -0.09
C (-1.1935, 8.6208, 2.4263)  -0.15
C (-4.2954, -1.5446, -6.5308)  -0.48
H (0.9980, -0.6370, 2.0859)  0.09
O (-3.1058, -1.7432, -5.8914)  0.07
H (2.3580, 1.6136, 3.8614)  0.12
O (-4.2021, -0.5337, -7.4436)  0.07
O (-3.5339, -6.7507, -3.8087)  0.11
H (-2.5189, 0.4226, -8.1836)  0.14
H (-7.1490, -4.5265, -4.0770)  0.14
H (-0.3772, -1.7838, -0.4257)  0.11
B (3.8256, 0.5857, -2.5282)  -0.41
H (4.9766, -1.0623, -2.5173)  0.12
O (4.9896, -0.1793, -2.0166)  0.01
H (4.4768, 0.6348, -4.7364)  0.08
C (5.0805, 5.7937, 5.4269)  -0.13
O (4.1455, -0.5415, 5.4266)  0.07
C (-5.1395, -3.8077, -4.4194)  -0.16
H (-1.4571, -6.7037, 1.3399)  0.12
C (-1.1613, -6.1861, 0.3109)  -0.16
H (-1.6203, -1.6088, -7.2977)  0.14
C (-1.2979, -4.5379, 0.4751)  -0.23

## Properties
- E_HOMO (eV) = -8.45
- SMILES string = COCCCCCCCc1cc2nsnc2c(Br)c1B(C)O.O=C1OCCO1.O=C1OCCO1.O=C1OCCO1.O=C1OCCO1.O=C1OCCO1
- charge = 0
- LUMO energy (Ha) = -0.0657


| no. | molecular weight (u) |
| --- | --- |
| 1 | 117.2 |
| 2 | 275.1 |
| 3 | 113.1 |
| 4 | 825.4 |